Record 1
20
Properties=species:S:1:pos:R:3:forces:R:3 method="wB97M-V/def2-TZVPD" relative_energy_kj_mol=48.3 homo_ha="-0.2823 / -0.3885" s2=2.018 multiplicity=3 charge=0 energy_ev=-17716.551 e_lumo_ha="0.030 / -0.067"
C -1.348359 -0.708042 0.407843 0.4627 -0.9702 1.4610
C 0.041972 1.483706 0.326217 1.1330 0.8297 -1.7255
C -1.660138 0.933951 -1.476836 0.5995 -0.4436 -0.8753
C 4.367868 -1.260603 0.669806 1.4718 0.6454 -0.3747
C -0.670358 0.371083 -0.412279 -0.9076 0.5168 -0.4989
N 1.682364 -1.148267 1.603005 -5.2736 -5.2163 2.2428
S 2.721334 -0.259647 1.198355 7.3986 4.4572 -2.4518
H -0.529328 -1.097962 1.135826 -1.8544 0.3005 -1.0620
H -2.316504 -0.464848 0.970294 1.4704 0.1233 -0.7175
H -1.617289 -1.496141 -0.327449 0.1477 0.1222 0.6954
H 0.714691 2.071059 -0.478842 -1.4912 -1.0178 2.0956
H 0.641213 1.151929 1.161012 0.3434 -0.2380 -0.1089
H -0.678290 2.104339 0.791036 -0.7589 1.2371 0.1914
H -1.044984 1.510672 -2.214709 -0.7827 -0.2914 0.4002
H -2.145024 0.074416 -2.017530 0.5045 0.7839 0.3651
H -2.495033 1.570634 -1.117222 0.7049 -0.2839 0.2047
H 4.056287 -1.871713 -0.198163 0.2139 0.2460 0.7082
H 4.938983 -1.806906 1.455675 -1.4256 -0.0284 -0.1308
H 5.211635 -0.540990 0.365600 -1.9044 -0.3453 0.0652
H 0.143631 -0.123650 -0.931572 -0.0523 -0.4272 -0.4843


Record 2
34
Properties=species:S:1:pos:R:3:forces:R:3 method="wB97M-V/def2-TZVPD" relative_energy_kj_mol=108.2 homo_ha="-0.6062 / -0.6094" s2=0.768 multiplicity=2 charge=+2 energy_ev=-38507.765 e_lumo_ha="-0.360 / -0.347"
Ir 0.487044 -0.475457 -0.769291 0.5158 0.4043 0.4731
O 1.807631 -2.254536 -0.492346 -0.1442 -0.2754 -0.2192
C 2.198685 -2.549584 0.867748 -0.0435 0.0772 -0.0351
C 2.982756 -1.340620 1.321431 0.1284 0.1276 0.1638
N 2.241076 -0.076326 1.067252 -0.6938 -0.1429 -0.5916
C 3.060952 0.965838 0.439527 0.3080 0.1242 0.2562
C 3.003940 0.783393 -1.061885 0.2654 -0.2093 0.0083
O 3.878459 0.645097 -1.834675 -0.1338 0.1474 0.0346
O 1.655738 0.772269 -1.447431 -0.2071 0.0150 -0.3941
C 1.341415 0.354710 2.158159 0.2241 0.0658 0.1912
C -0.093286 0.278159 1.669014 0.0636 -0.1774 -0.2033
O -0.939332 1.119998 1.772142 -0.0459 0.0059 0.1202
O -0.277229 -0.874601 0.968188 -0.2669 0.0750 0.1126
H 2.026754 -2.941383 -1.134527 -0.0414 -0.0686 0.0651
H 2.804639 -3.452566 0.885679 0.0526 0.0364 0.0139
H 1.301649 -2.702551 1.462604 -0.0301 -0.0713 -0.0444
H 3.927749 -1.297084 0.781287 -0.0341 0.0250 -0.0511
H 3.208568 -1.425513 2.386577 0.0523 0.0319 -0.0025
H 4.108051 0.915336 0.737722 -0.0467 -0.0017 0.1498
H 2.671784 1.955932 0.680073 -0.0118 -0.0212 -0.0087
H 1.564391 1.365177 2.495117 0.0458 -0.0037 -0.0311
H 1.434260 -0.319478 3.010922 0.0170 0.0185 0.0377
S -1.209174 -0.786128 -2.070710 0.0619 -0.2055 -0.0443
C -2.610561 0.201844 -1.617549 -0.0383 0.1112 0.0979
N -2.741812 0.830729 -0.428270 0.0687 -0.1107 -0.2298
C -3.832737 1.534481 -0.103203 -0.0082 0.0039 0.0058
C -4.880498 1.642839 -0.994824 -0.0303 0.0421 0.0637
C -4.778927 1.009101 -2.220315 0.0181 -0.0444 -0.0777
C -3.634302 0.278004 -2.537985 -0.0382 0.0405 0.0425
H -2.004718 0.784557 0.285517 0.0096 -0.0205 0.1029
H -3.821163 1.991865 0.876668 -0.0201 0.0044 -0.0056
H -5.755883 2.215548 -0.725182 0.0060 0.0012 0.0087
H -5.586544 1.077141 -2.937455 0.0075 -0.0048 -0.0063
H -3.539377 -0.226192 -3.489978 -0.0102 -0.0002 -0.0033


Record 3
12
Properties=species:S:1:pos:R:3:forces:R:3 method="wB97M-V/def2-TZVPD" relative_energy_kj_mol=284.2 homo_ha=-0.4184 charge=0 energy_ev=-8696.866 e_lumo_ha=-0.008
C 1.974171 0.108698 1.200690 0.1279 0.1519 -0.0183
N -0.434486 0.821438 -0.947342 -0.3950 -0.1796 -0.0877
C -1.407887 0.020996 -0.789419 0.2632 0.1258 0.0220
C -2.587948 -0.002972 -1.641863 -0.6722 0.0345 -0.5376
N -3.518412 -0.009716 -2.327649 0.7682 -0.0011 0.5784
C 0.271867 -1.837856 1.409261 0.8154 0.8304 -0.0384
N 1.057259 -0.972013 1.328883 -0.7805 -0.8739 0.0971
H 1.512665 0.873457 0.572599 0.1191 -0.1128 0.1180
H 2.894738 -0.247019 0.732279 -0.1286 0.0387 0.0762
H 2.202602 0.513568 2.189220 -0.0327 -0.0649 -0.1389
H -0.587340 1.440801 -1.746659 -0.0113 -0.0509 0.0738
H -1.377230 -0.709382 0.019999 -0.0734 0.1020 -0.1445


Record 4
8
Properties=species:S:1:pos:R:3:forces:R:3 method="wB97M-V/def2-TZVPD" relative_energy_kj_mol=325.6 homo_ha=-0.3362 charge=0 energy_ev=-24289.961 e_lumo_ha=-0.018
C 1.031009 1.791216 -0.264260 0.2387 0.2120 -0.1413
C -1.279263 -0.961422 0.303416 1.8586 1.5656 -0.5907
O 1.080331 -1.213398 -0.507827 1.9237 -0.0210 -1.4548
P 2.183118 0.948207 0.267251 0.1246 0.4657 0.2362
S 0.039526 -1.954386 0.143235 -3.8148 0.5866 1.3867
H -2.166805 -1.030104 0.903900 -0.1688 -1.0115 0.1167
H -1.131313 0.120332 -0.071447 -0.0109 -1.9759 0.3558
H 0.243399 2.299557 -0.774265 -0.1512 0.1786 0.0914


Record 5
20
Properties=species:S:1:pos:R:3:forces:R:3 method="wB97M-V/def2-TZVPD" relative_energy_kj_mol=784.2 homo_ha=-0.3234 charge=0 energy_ev=-10967.149 e_lumo_ha=-0.030
C 0.480530 -0.421172 -0.104517 -0.1103 -8.3318 3.6345
C -0.657663 -1.263636 -0.602845 -1.2552 0.5142 -3.1182
C -1.938354 -0.533461 -0.033504 1.1333 -1.6703 -1.3559
C -1.659527 0.856087 0.387686 1.2914 2.2494 -0.3666
C -0.598850 1.725675 0.184256 -0.9171 -2.2153 1.5615
C 0.516971 0.861491 -0.490832 -3.0786 8.7427 -3.7325
C 1.780828 0.114681 -0.548154 0.6915 -0.3599 -4.4416
H 0.016847 -0.500752 2.030948 1.2845 -0.1538 -1.1528
H 1.666872 -0.336349 1.509481 -1.1226 -0.6911 1.1933
H -0.718435 -0.973219 -1.757089 0.2149 -1.2848 2.0273
H -0.785343 -2.377393 -0.429725 0.8690 1.3781 -0.2217
H -2.739661 -0.686344 -0.839827 0.7480 0.6028 1.4965
H -2.218504 -1.033915 0.896978 -0.4584 -0.2208 -0.2292
H -2.409722 1.041583 1.088559 -1.3366 1.7027 0.8601
H -0.605983 2.731924 0.700647 0.3691 -1.3244 -0.8614
H 0.274394 1.053273 -1.648462 0.4319 -0.8341 2.3121
H 2.059616 -0.010992 -1.644653 -0.2258 -0.0636 1.5634
H 3.982194 0.524117 -0.367966 -4.8380 -1.6992 2.7789
N 0.766357 -0.834251 1.359733 -0.9429 1.7267 -0.6065
O 2.787428 0.062662 0.309289 7.2519 1.9326 -1.3414


Record 6
7
Properties=species:S:1:pos:R:3:forces:R:3 method="wB97M-V/def2-TZVPD" relative_energy_kj_mol=62.2 homo_ha=-0.3547 charge=0 energy_ev=-3618.276 smiles=N.O e_lumo_ha=0.031
N 2.118262 -0.337406 0.104881 2.7201 1.4445 -1.7354
H 2.915861 -0.902642 0.341441 -0.6787 -0.6568 0.9633
H 1.190594 -0.573925 0.331165 -0.6403 -0.7949 -0.0970
H 2.367409 -0.109375 -0.874731 -1.3904 0.0090 0.8583
H -2.988881 0.745976 0.142327 2.2996 -0.9361 -0.5151
H -1.689425 -0.029724 0.563205 0.6596 -0.9421 1.8542
O -2.077924 0.403942 -0.154697 -2.9699 1.8764 -1.3282


Record 7
52
Properties=species:S:1:pos:R:3:forces:R:3 method="wB97M-V/def2-TZVPD" relative_energy_kj_mol=0.0 homo_ha=-0.3306 charge=0 energy_ev=-67277.796 e_lumo_ha=0.005
Cs 1.864210 1.392715 0.156473 0.0719 0.1296 0.0490
C -1.570283 -2.474324 2.729056 0.0045 -0.0001 -0.0038
C -0.225067 -1.755641 2.652198 0.0067 -0.0034 0.0117
O 0.678968 -2.258396 3.642858 -0.0001 0.0032 -0.0028
P -0.429104 0.034999 2.922894 0.0059 0.0136 0.0115
O -1.430789 0.425934 1.770540 -0.0751 -0.0187 -0.0088
O -1.360009 0.234833 4.211767 0.0143 -0.0018 -0.0130
O 0.826873 0.804969 3.001714 -0.0213 0.0013 -0.0082
P 0.516236 -2.003661 0.968865 -0.0036 -0.0305 0.0044
O 2.046516 -1.477118 1.180815 0.0413 -0.0294 -0.0299
O 0.502294 -3.449531 0.662678 0.0021 -0.0054 -0.0056
O -0.089581 -0.959401 0.054058 -0.0073 -0.0258 -0.0100
H -2.008664 -2.347506 3.719116 -0.0042 -0.0008 0.0001
H -1.410390 -3.534558 2.526645 -0.0020 -0.0009 0.0005
H -2.266479 -2.097668 1.979922 -0.0021 -0.0003 0.0014
H 0.674449 -3.220149 3.552529 -0.0034 -0.0018 0.0024
H -1.116771 -0.050243 0.934543 0.0446 0.0196 0.0096
H -0.820568 0.498906 4.967230 -0.0047 0.0002 0.0036
H 2.521132 -2.051733 1.793217 0.0027 0.0119 0.0069
O 4.972068 0.251419 0.287886 0.0054 -0.0257 -0.0266
C 5.177668 -0.746112 -0.193026 -0.0011 -0.0090 -0.0117
N -4.240806 1.920316 1.736832 0.0592 -0.0666 0.0113
C -3.486228 2.163185 0.620832 -0.1772 0.2086 -0.0638
O -3.720484 1.665586 -0.460010 0.0649 -0.0807 0.0170
C -2.397146 3.178048 0.789169 0.0487 -0.0528 0.0251
C -2.469072 4.237491 1.677666 0.0095 0.0094 0.0027
C -1.406500 5.127419 1.741613 -0.0271 -0.0136 -0.0086
C -0.310386 4.906577 0.927625 0.0239 0.0045 0.0013
N -0.220740 3.882116 0.075703 0.0032 -0.0433 -0.0071
C -1.254529 3.051224 0.007406 -0.0412 0.0540 0.0157
H -4.875178 1.142503 1.639019 -0.0067 -0.0028 0.0035
H -3.774061 1.978726 2.628118 0.0016 -0.0029 0.0064
H -3.347457 4.377372 2.295067 0.0005 -0.0013 0.0002
H -1.425680 5.976371 2.410590 -0.0004 0.0022 -0.0002
H 0.539395 5.579183 0.956306 0.0024 -0.0054 0.0063
H -1.187778 2.221486 -0.689988 -0.0286 0.0148 -0.0190
C 2.824309 -1.137094 -5.272922 -0.0012 0.0043 0.0043
C 1.476307 -0.656657 -4.765009 0.0093 0.0082 -0.0003
S 1.366692 -0.495825 -2.966650 0.0013 -0.0282 0.0409
O 2.593824 0.267611 -2.533351 -0.0221 -0.0340 -0.0195
C 1.651583 -2.207262 -2.488796 0.0051 -0.0197 -0.0115
C 0.427983 -3.077885 -2.722099 -0.0074 0.0161 -0.0004
H 2.904028 -0.953638 -6.344329 0.0012 -0.0016 0.0009
H 2.963932 -2.204727 -5.108798 0.0048 0.0040 -0.0040
H 3.628424 -0.598198 -4.771752 0.0013 0.0015 0.0033
H 0.648454 -1.303714 -5.062035 -0.0010 0.0015 -0.0041
H 1.252029 0.347754 -5.127087 0.0027 0.0031 0.0025
H 1.878947 -2.137157 -1.426436 -0.0052 0.0057 0.0140
H 2.547380 -2.561778 -2.999078 -0.0028 0.0023 0.0120
H -0.459334 -2.607367 -2.297502 0.0060 -0.0007 0.0001
H 0.559065 -4.029107 -2.209068 0.0076 -0.0045 -0.0089
H 0.260343 -3.270294 -3.783032 -0.0071 -0.0078 -0.0005